No. 1
Entry from OMol25: the molecule C27H34N4O5S in a non-equilibrium geometry (the ωB97M-V functional and the def2-TZVPD basis).

* energy above the lowest of the compared OMol25 structures with the same formula, charge and spin: 199.0 kJ/mol
* HOMO energy: -0.3062 Eh
* 2S+1: 1
* calculated total energy: -2042.70311 hartree
* SMILES: CCC(C)(C)NC(=O)[C@H](c1ccc(OC)cc1)N(Cc1cccs1)C(=O)CCC(=O)Nc1cc(C)on1
* F_max: 1.26 eV/A

```
71
Properties=species:S:1:pos:R:3:forces:R:3
C 4.0909 3.5729 -0.6054 -0.221 -0.151 -0.062
C 2.8525 2.7480 -0.9350 -0.008 0.052 0.117
C 1.8496 2.5946 0.2195 0.027 0.166 0.196
C 2.4695 1.8459 1.4014 -0.119 0.041 -0.113
C 1.2911 3.9453 0.6696 0.035 -0.168 -0.005
N 0.7464 1.7884 -0.3237 0.367 0.135 -0.305
C -0.3712 1.4467 0.3298 -0.218 -0.283 -0.650
O -0.6586 1.7923 1.4625 -0.070 0.095 0.448
C -1.2498 0.4656 -0.4694 0.138 0.130 -0.142
C -2.7352 0.7213 -0.4794 0.055 0.211 -0.131
C -3.4959 0.0476 -1.4270 0.115 0.193 0.145
C -4.8736 0.1523 -1.4529 -0.289 -0.025 -0.086
C -5.5211 0.9588 -0.5231 0.186 0.092 0.143
O -6.8696 1.1163 -0.4325 0.236 0.146 0.190
C -7.6911 0.3887 -1.3124 -0.135 -0.131 -0.155
C -4.7579 1.6723 0.4009 -0.270 -0.062 -0.144
C -3.3849 1.5515 0.4258 -0.022 0.104 -0.073
N -0.9603 -0.8584 0.1058 0.003 0.252 -0.152
C -1.6608 -1.1866 1.3309 -0.083 -0.220 0.345
C -3.0247 -1.7525 1.0892 -0.167 -0.382 -0.107
C -4.1947 -1.3970 1.6826 0.370 -0.079 -0.008
C -5.3040 -2.1353 1.2115 -0.156 -0.195 -0.101
C -4.9624 -3.0435 0.2660 0.242 -0.136 -0.108
S -3.2753 -3.0255 -0.0630 -0.230 0.267 0.356
C 0.0337 -1.5691 -0.4522 -0.073 -0.182 0.272
O 0.6542 -1.1288 -1.4179 0.130 -0.013 -0.346
C 0.3366 -2.9339 0.1423 0.190 -0.079 -0.233
C 1.3716 -3.7182 -0.6760 -0.017 -0.037 0.115
C 2.7971 -3.3360 -0.3024 -0.370 -0.100 -0.240
O 3.5363 -4.0676 0.3165 0.172 -0.164 0.167
N 3.1305 -2.0853 -0.7261 -0.172 0.459 -0.311
C 4.3166 -1.4407 -0.4824 0.975 0.471 0.264
C 5.5013 -1.9379 0.1259 0.249 0.439 -0.043
C 6.3451 -0.8673 0.1056 -0.461 -0.591 0.021
C 7.7390 -0.6897 0.5788 -0.152 0.209 -0.113
O 5.7249 0.1817 -0.4628 0.789 -0.055 0.310
N 4.4650 -0.1802 -0.8248 -1.112 -0.459 -0.369
H 3.8313 4.5866 -0.3115 0.033 0.124 0.042
H 4.6632 3.1079 0.1913 0.130 -0.011 0.113
H 4.7285 3.6267 -1.4842 0.103 0.039 -0.042
H 2.3333 3.2119 -1.7780 -0.083 -0.017 -0.047
H 3.1827 1.7507 -1.2355 -0.105 0.040 -0.054
H 1.7006 1.6271 2.1377 -0.032 0.008 0.094
H 2.9138 0.9143 1.0582 0.099 -0.095 -0.021
H 3.2369 2.4501 1.8749 0.137 0.057 0.078
H 2.0733 4.5451 1.1240 0.109 0.101 0.035
H 0.8770 4.4849 -0.1794 -0.026 0.092 -0.109
H 0.5052 3.7902 1.4026 -0.020 0.061 0.055
H 0.9515 1.3075 -1.1875 -0.170 -0.062 0.038
H -0.8980 0.4243 -1.5060 -0.091 0.037 0.282
H -3.0039 -0.5893 -2.1489 0.047 -0.075 -0.070
H -5.4270 -0.4008 -2.1952 -0.082 -0.044 -0.046
H -8.7141 0.6435 -1.0399 0.053 -0.048 -0.059
H -7.5434 -0.6904 -1.1985 0.008 0.041 -0.020
H -7.5151 0.6717 -2.3553 0.003 -0.023 0.037
H -5.2708 2.3093 1.1039 -0.068 0.089 0.097
H -2.8145 2.0965 1.1604 0.036 0.012 0.052
H -1.7613 -0.2625 1.9103 0.078 -0.174 0.001
H -1.0609 -1.8867 1.9182 -0.028 0.166 -0.046
H -4.2665 -0.6242 2.4256 0.034 0.203 0.121
H -6.3093 -1.9854 1.5618 -0.206 0.005 0.032
H -5.5893 -3.7333 -0.2629 -0.196 -0.117 -0.081
H -0.5942 -3.5033 0.1847 0.058 0.018 0.142
H 0.7066 -2.8079 1.1634 -0.135 -0.026 0.040
H 1.2573 -4.7837 -0.4762 0.090 0.094 -0.010
H 1.2110 -3.5328 -1.7392 -0.015 -0.048 0.013
H 2.4095 -1.5426 -1.2063 0.030 -0.197 0.076
H 5.6615 -2.9238 0.5027 0.104 -0.172 0.098
H 7.7777 0.0751 1.3531 0.052 0.012 0.063
H 8.3748 -0.3665 -0.2437 0.086 -0.013 -0.015
H 8.1120 -1.6271 0.9791 0.030 -0.027 0.018
```
Forces are in eV/Å.



No. 2
Entry from OMol25: C27H34N8O2RuSe as an isolated structure (the ωB97M-V functional and the def2-TZVPD basis).

* energy above the lowest of the compared OMol25 structures with the same formula, charge and spin: 0.0 kJ/mol
* HOMO energy (spin up / spin down): -0.3893 / -0.4060 Eh
* 2S+1: 6
* calculated total energy: -4133.83799 hartree
* total charge: +1
* F_max: 0.47 eV/A

```
73
Properties=species:S:1:pos:R:3:forces:R:3
Ru 0.0481 -0.4611 -0.0236 0.013 -0.458 0.077
N -3.9854 0.1387 1.1035 0.005 -0.034 0.003
C -3.3057 -0.3064 -0.1098 -0.029 -0.187 -0.187
C -3.3540 0.7897 -1.1653 0.017 0.007 0.012
C -2.3576 0.5264 -2.2885 -0.021 -0.035 0.055
N -0.9839 0.7611 -1.7789 0.075 0.064 -0.115
C -2.5222 -0.8896 -2.8455 0.049 0.028 0.028
C -2.6197 -1.9939 -1.7916 -0.051 0.046 0.040
N -1.2936 -2.2037 -1.1553 0.104 -0.079 -0.013
C -3.6807 -1.6476 -0.7321 0.074 -0.048 0.015
H -2.4471 1.2702 1.4548 0.066 0.018 -0.016
H -4.0579 -0.6134 1.7809 -0.002 -0.001 -0.007
H -4.9264 0.4642 0.9092 -0.001 -0.002 -0.008
H -2.2731 -0.4942 0.1816 0.074 0.373 0.188
H -3.1579 1.7654 -0.7137 0.015 -0.007 -0.004
H -4.3615 0.8327 -1.5922 -0.004 -0.001 0.020
H -2.5530 1.2308 -3.1018 -0.016 -0.007 -0.008
H -0.8977 1.7311 -1.4834 -0.008 -0.013 0.013
H -0.3157 0.6346 -2.5368 0.006 -0.016 0.029
H -1.7162 -1.1150 -3.5512 0.004 0.008 0.014
H -3.4459 -0.9039 -3.4281 -0.005 -0.008 -0.001
H -2.9238 -2.9146 -2.2964 -0.004 0.007 -0.027
H -0.5872 -2.3351 -1.8782 -0.037 -0.060 0.006
H -1.3041 -3.0633 -0.6137 -0.067 0.046 0.031
H -3.7026 -2.4266 0.0369 -0.005 -0.006 -0.018
H -4.6664 -1.6261 -1.2050 -0.009 0.034 0.014
O -1.5126 1.5662 1.3195 -0.064 -0.075 0.031
C -0.9614 1.9158 2.5163 -0.028 0.098 -0.051
C -1.7358 1.9771 3.6676 -0.007 -0.010 0.024
C -1.1569 2.3016 4.8811 -0.003 0.005 -0.025
C 0.2042 2.5681 4.9590 0.010 0.004 0.007
C 0.9681 2.5260 3.8086 -0.004 -0.033 0.026
C 0.4021 2.2124 2.5702 0.025 0.026 0.043
C 1.2493 2.2266 1.3750 0.015 0.018 -0.081
N 1.1883 1.4394 0.3113 0.116 0.018 0.060
C 2.2125 1.8217 -0.5350 -0.026 0.005 0.023
C 2.8934 2.8525 0.0230 -0.029 -0.002 -0.011
N 2.2716 3.0957 1.2242 -0.011 0.043 0.006
H -2.7957 1.7626 3.5993 0.000 -0.006 0.002
H -1.7712 2.3429 5.7707 0.001 -0.007 0.003
H 0.6652 2.8017 5.9082 -0.002 0.004 -0.002
H 2.0354 2.7018 3.8731 -0.008 0.013 -0.007
H 2.3863 1.3134 -1.4698 0.024 0.013 -0.003
H 3.7372 3.4257 -0.3158 0.007 -0.014 -0.006
H 2.4935 3.8395 1.8651 0.010 -0.017 0.007
C -0.3564 -6.6956 5.3370 0.002 0.007 0.006
C -0.3389 -5.3853 4.6082 0.004 -0.001 -0.015
C 0.2819 -5.2588 3.3702 0.009 -0.020 0.038
C 0.3320 -4.0531 2.6929 -0.016 0.069 -0.025
C 1.0311 -4.0016 1.3686 -0.011 -0.026 -0.013
C -0.2808 -2.9199 3.2757 0.026 -0.078 -0.016
Se -0.3131 -1.2277 2.4719 -0.109 -0.034 -0.150
C -0.9151 -3.0260 4.5419 -0.017 0.048 -0.001
C -1.5420 -1.8527 5.2469 0.062 -0.010 0.037
C -0.9291 -4.2561 5.1717 -0.040 -0.014 -0.006
H -0.0196 -7.5119 4.7011 -0.001 0.001 -0.002
H -1.3583 -6.9269 5.6996 0.000 0.002 0.000
H 0.3012 -6.6519 6.2075 -0.001 -0.001 -0.002
H 0.7536 -6.1271 2.9251 -0.002 0.003 0.000
H 1.7133 -4.8436 1.2636 -0.009 0.001 0.004
H 1.5949 -3.0824 1.2613 0.046 0.046 -0.015
H 0.3186 -4.0574 0.5406 -0.005 0.029 0.010
H -2.1129 -1.2145 4.5753 -0.027 -0.025 -0.006
H -0.7690 -1.2263 5.6991 -0.014 0.023 -0.031
H -2.1972 -2.2018 6.0429 0.012 -0.007 0.009
H -1.4144 -4.3427 6.1373 0.003 0.003 -0.002
O 1.5556 -1.2279 -1.7558 -0.112 -0.004 0.108
N 2.0228 -1.4166 -0.5720 0.050 0.290 -0.106
C 3.3066 -1.4348 -0.3549 -0.151 -0.016 0.023
C 3.7223 -1.5337 1.0111 0.009 0.034 0.010
N 4.0148 -1.5824 2.1214 -0.006 -0.019 -0.012
C 4.2503 -1.2804 -1.4179 0.042 -0.108 -0.032
N 4.9995 -1.1581 -2.2799 -0.015 0.056 0.005
```
Forces are in eV/Å.



No. 3
Entry from OMol25: an isolated ion of composition C27H34NO and charge +1 in a non-equilibrium geometry (the ωB97M-V functional and the def2-TZVPD basis).

* HOMO energy: -0.3950 Eh
* 2S+1: 1
* calculated total energy: -1178.94078 hartree
* total charge: +1
* SMILES: Cc1ccc(/C=C/[C@@H](c2ccc(C)cc2)[C@@H]2CCCCC2=[N+]2CCOCC2)cc1
* F_max: 2.65 eV/A

```
63
Properties=species:S:1:pos:R:3:forces:R:3
C 4.4317 2.6194 -5.0432 0.135 0.081 -0.358
C 3.5778 2.1621 -3.9034 -0.178 -0.313 0.171
C 3.9915 1.0590 -3.1362 -0.315 0.271 0.262
C 3.2996 0.7179 -1.9779 -0.532 0.525 0.224
C 2.1547 1.4590 -1.5977 0.333 0.428 -0.932
C 1.4618 1.1940 -0.3322 -1.436 -0.510 -0.072
C 0.1461 0.9006 -0.3122 1.101 0.051 0.128
C -0.6749 0.3372 0.8367 0.865 2.422 0.620
C -1.6682 1.4621 1.2744 -0.212 -0.235 0.073
C -2.4118 1.3542 2.4627 0.004 0.214 -0.363
C -3.2927 2.3633 2.8549 0.454 -0.231 0.041
C -3.3928 3.5536 2.1261 -0.131 -0.189 -0.282
C -4.2434 4.6991 2.6081 -0.191 0.227 0.018
C -2.7057 3.6352 0.9122 0.206 -0.199 0.331
C -1.8433 2.6144 0.5007 -0.262 -0.072 -0.026
C -1.2650 -0.9651 0.3733 -1.051 -1.577 -0.547
C -2.8108 -0.9906 0.5021 -0.434 -0.307 0.345
C -3.4748 -2.3049 0.1036 0.056 0.125 0.070
C -2.9430 -3.4223 0.9793 -0.115 0.338 0.165
C -1.4163 -3.5270 0.8984 -1.126 -0.633 0.168
C -0.5922 -2.2946 0.7923 1.920 -0.183 -0.605
N 0.7368 -2.5545 0.8384 -2.328 0.347 0.011
C 1.1386 -3.9845 0.8006 0.453 -0.577 -0.200
C 2.6412 -4.2928 0.7745 1.024 0.398 0.149
O 3.4740 -3.2269 0.3282 -0.801 0.245 0.620
C 3.1792 -2.0459 1.0766 0.236 -0.511 -0.228
C 1.7861 -1.5273 0.7373 0.797 0.355 -0.489
C 1.6496 2.4426 -2.4726 0.275 -0.342 0.553
C 2.3697 2.8059 -3.6011 0.276 -0.101 -0.072
H 4.0619 3.5673 -5.4482 0.137 -0.195 0.012
H 5.4721 2.7580 -4.7213 -0.246 0.007 -0.084
H 4.4364 1.8741 -5.8486 0.014 0.175 0.087
H 4.8812 0.4951 -3.4229 -0.217 0.219 0.059
H 3.6236 -0.1191 -1.3481 0.057 0.360 -0.254
H 2.0698 1.1526 0.5723 -0.141 -0.077 -0.110
H -0.4280 1.0136 -1.2477 0.397 -0.293 0.334
H -0.0518 0.1475 1.7285 -0.173 0.272 -0.342
H -2.3160 0.4484 3.0636 -0.035 0.277 0.014
H -3.8934 2.2163 3.7520 0.199 0.155 -0.097
H -4.1862 5.5393 1.9080 -0.055 -0.166 0.115
H -5.2999 4.4182 2.7124 0.238 -0.015 -0.053
H -3.9175 5.0757 3.5871 0.017 -0.200 -0.211
H -2.8308 4.5162 0.2851 0.096 -0.135 0.147
H -1.3277 2.7327 -0.4540 -0.145 0.011 0.399
H -1.1501 -1.0121 -0.7284 0.372 -0.205 0.172
H -3.2166 -0.1867 -0.1339 0.319 -0.117 0.417
H -3.0920 -0.7783 1.5403 -0.019 0.067 -0.317
H -3.2666 -2.5051 -0.9498 -0.051 -0.152 -0.110
H -4.5670 -2.2337 0.2176 0.365 0.094 -0.104
H -3.2399 -3.2537 2.0253 -0.003 0.027 -0.269
H -3.3669 -4.3846 0.6785 0.103 0.080 0.133
H -1.1049 -4.0660 1.8054 0.150 -0.053 -0.444
H -1.2212 -4.1733 0.0203 0.333 0.274 0.397
H 0.7393 -4.5094 1.6797 -0.031 0.215 -0.420
H 0.7458 -4.4630 -0.1126 -0.290 0.490 0.432
H 2.9631 -4.6079 1.7835 0.004 0.076 -0.328
H 2.8337 -5.0994 0.0562 -0.200 0.058 0.413
H 3.2575 -2.2059 2.1698 0.200 -0.161 -0.373
H 3.9448 -1.3223 0.7485 -0.516 -0.065 0.368
H 1.8313 -1.1511 -0.2990 -0.339 -0.266 0.480
H 1.5837 -0.6932 1.4177 -0.162 -0.437 -0.336
H 0.7136 2.9429 -2.2031 0.426 -0.028 -0.135
H 2.0150 3.6238 -4.2381 0.172 -0.333 0.235
```
Forces are in eV/Å.